# 1
Formula: C29H72B2F14NO31PtS11
Source: the Open Molecules 2025 dataset
Level of theory: wB97M-V/def2-TZVPD

Molar mass: 1766.28 g/mol
⟨S²⟩: 2.0029
Gap between HOMO and LUMO (spin up / spin down): 8.70 / 8.93 eV
Highest occupied orbital energy (spin up / spin down): -7.14 / -7.66 eV

The geometry in ORCA input format:
```
! wB97M-V def2-TZVPD RIJCOSX def2/J DEFGRID3
* xyz -1 3
Pt -1.00 -1.32 3.02
B -3.58 -1.72 3.72
F -4.61 -1.06 4.28
F -3.97 -3.01 3.48
F -3.03 -1.17 2.54
F -2.47 -1.68 4.57
B 0.85 -2.51 4.45
F 0.03 -3.50 4.78
F 0.42 -1.29 4.82
F 2.14 -2.74 4.98
F 0.87 -2.48 3.01
C -2.15 0.30 -0.94
F -2.70 1.33 -1.65
F -3.14 -0.55 -0.52
F -1.42 -0.39 -1.78
S -1.12 0.93 0.58
O -0.25 2.00 0.17
O -2.07 1.38 1.62
N -0.38 -0.52 1.27
S 0.87 -0.73 0.43
O 1.17 -2.14 0.37
O 1.01 -0.13 -0.92
C 2.18 0.18 1.53
F 1.78 1.44 1.68
F 2.26 -0.40 2.69
F 3.40 0.15 0.94
O 7.30 -5.55 0.50
S 7.16 -5.52 1.95
O 8.23 -5.15 2.89
O 5.85 -4.52 2.32
C 4.75 -4.71 1.48
C 3.93 -3.47 1.42
C 6.46 -7.21 2.43
H 4.17 -5.60 1.72
H 5.13 -4.68 0.46
H 3.31 -3.73 0.56
H 4.45 -2.57 1.10
H 3.31 -3.34 2.31
H 5.80 -7.45 1.60
H 6.02 -7.05 3.42
H 7.34 -7.86 2.42
O -4.00 4.17 3.38
S -5.10 3.64 2.59
O -6.47 4.24 2.54
O -4.54 3.55 1.00
C -3.49 4.44 0.65
C -4.15 5.84 0.52
C -5.16 1.78 2.71
H -3.13 4.21 -0.36
H -2.64 4.44 1.33
H -4.01 6.45 -0.38
H -3.84 6.36 1.42
H -5.24 5.92 0.55
H -5.96 1.50 2.02
H -5.37 1.54 3.76
H -4.21 1.29 2.53
O 1.49 -1.72 -5.25
S 1.79 -0.34 -5.68
O 2.64 -0.04 -6.90
O 0.31 0.43 -5.95
C -0.79 0.21 -5.05
C -1.52 1.51 -4.86
C 2.41 0.70 -4.25
H -0.42 -0.10 -4.07
H -1.39 -0.66 -5.29
H -1.74 1.70 -3.80
H -2.38 1.59 -5.53
H -0.87 2.34 -5.13
H 1.87 1.64 -4.28
H 3.50 0.80 -4.25
H 2.01 0.45 -3.27
O -1.50 -3.23 2.16
S -1.52 -4.49 1.47
O -2.56 -5.45 1.82
O -1.33 -4.33 -0.16
C -2.49 -4.13 -0.95
C -2.09 -3.64 -2.34
C 0.14 -5.23 1.83
H -3.21 -3.42 -0.54
H -2.93 -5.12 -1.09
H -1.63 -4.49 -2.84
H -1.23 -2.98 -2.29
H -2.83 -3.16 -2.98
H 0.00 -6.24 1.46
H 0.11 -5.06 2.91
H 0.93 -4.64 1.36
O 4.77 -7.13 -1.56
S 4.78 -6.11 -2.63
O 4.02 -6.36 -3.86
O 4.21 -4.62 -2.05
C 4.08 -3.50 -2.94
C 3.33 -2.62 -2.07
C 6.44 -5.64 -3.20
H 3.55 -3.75 -3.86
H 4.96 -2.96 -3.27
H 2.95 -1.87 -2.77
H 4.03 -2.17 -1.37
H 2.38 -3.04 -1.74
H 6.89 -6.29 -3.94
H 7.10 -5.65 -2.33
H 6.45 -4.66 -3.68
O -9.13 1.08 -1.69
S -7.69 1.52 -1.59
O -6.74 0.70 -0.82
O -7.16 1.66 -3.13
C -5.75 1.55 -3.36
C -5.60 0.16 -4.03
C -7.57 3.37 -1.16
H -5.06 1.72 -2.53
H -5.59 2.28 -4.16
H -5.93 -0.58 -3.30
H -4.55 -0.10 -4.12
H -6.15 -0.09 -4.93
H -7.96 4.08 -1.89
H -6.55 3.59 -0.84
H -8.15 3.61 -0.26
O -0.39 5.74 -3.84
S -0.90 5.54 -2.51
O -1.40 6.64 -1.66
O -2.12 4.46 -2.56
C -3.10 4.51 -3.60
C -3.85 5.81 -3.68
C 0.56 4.65 -1.57
H -3.78 3.68 -3.41
H -2.67 4.38 -4.60
H -3.20 6.67 -3.85
H -4.27 6.02 -2.69
H -4.63 5.84 -4.44
H 1.43 5.23 -1.89
H 0.66 3.58 -1.77
H 0.43 4.77 -0.49
O 7.12 4.23 0.25
S 7.14 2.79 0.46
O 6.02 2.11 1.22
O 7.10 2.12 -1.13
C 6.06 2.49 -2.11
C 4.61 2.47 -1.48
C 8.79 2.06 0.90
H 6.14 1.85 -2.99
H 6.14 3.48 -2.56
H 4.45 3.19 -0.67
H 4.35 1.56 -0.95
H 3.95 2.89 -2.25
H 9.56 2.69 0.45
H 9.00 1.05 0.57
H 8.82 2.12 1.99
O 0.27 1.23 6.06
S -1.09 1.43 5.51
O -1.31 0.79 4.24
O -2.27 1.01 6.62
C -1.89 0.91 7.90
C -3.04 0.46 8.81
C -1.51 3.22 5.28
H -1.63 1.93 8.18
H -1.01 0.27 7.96
H -2.52 0.67 9.74
H -3.36 -0.58 8.89
H -3.88 1.15 8.68
H -1.10 3.51 4.31
H -1.27 3.76 6.20
H -2.60 3.19 5.32
*
```

# 2
Formula: C29H72F6NO31S11
Source: the Open Molecules 2025 dataset
Level of theory: wB97M-V/def2-TZVPD

Molar mass: 1397.60 g/mol
Gap between HOMO and LUMO: 9.60 eV
Highest occupied orbital energy: -8.28 eV

The geometry in ORCA input format:
```
! wB97M-V def2-TZVPD RIJCOSX def2/J DEFGRID3
* xyz -1 1
C -8.58 0.94 -4.50
F -7.88 -0.17 -4.60
F -8.96 1.18 -3.27
F -7.80 1.93 -4.91
S -10.04 0.84 -5.67
O -10.21 2.19 -6.19
O -9.62 -0.15 -6.64
N -11.28 0.30 -4.67
S -12.61 0.50 -5.47
O -13.25 1.78 -5.20
O -12.52 0.03 -6.85
C -13.80 -0.77 -4.67
F -13.25 -1.98 -4.68
F -14.11 -0.42 -3.42
F -14.88 -0.78 -5.44
O -3.78 1.18 -9.83
S -3.68 0.18 -8.80
O -2.42 -0.29 -8.36
O -4.47 0.67 -7.44
C -5.31 1.81 -7.58
C -6.61 1.53 -8.33
C -4.73 -1.18 -9.29
H -4.77 2.64 -8.03
H -5.60 2.14 -6.58
H -7.17 0.71 -7.88
H -6.40 1.34 -9.39
H -7.22 2.43 -8.47
H -4.94 -1.78 -8.41
H -4.18 -1.84 -9.96
H -5.63 -0.80 -9.76
O -13.29 -2.16 -10.43
S -13.58 -3.57 -10.61
O -12.73 -4.46 -11.35
O -13.77 -4.31 -9.15
C -14.17 -3.49 -8.03
C -13.61 -4.24 -6.84
C -15.24 -3.64 -11.25
H -15.27 -3.57 -8.05
H -13.89 -2.44 -8.05
H -14.00 -4.02 -5.85
H -12.57 -3.97 -6.66
H -13.76 -5.31 -7.00
H -15.91 -3.34 -10.45
H -15.41 -4.69 -11.44
H -15.28 -3.02 -12.15
O -9.75 -0.21 -12.09
S -9.20 -0.23 -10.75
O -8.02 -0.97 -10.46
O -8.89 1.35 -10.39
C -9.91 2.27 -10.74
C -9.41 3.60 -10.21
C -10.50 -0.74 -9.57
H -10.86 2.08 -10.22
H -10.13 2.32 -11.81
H -9.18 3.57 -9.14
H -10.15 4.41 -10.27
H -8.53 4.01 -10.71
H -10.11 -0.68 -8.56
H -10.86 -1.74 -9.79
H -11.31 -0.03 -9.70
O -16.30 -5.66 -4.49
S -17.48 -5.03 -3.99
O -18.60 -5.80 -3.52
O -17.08 -4.07 -2.73
C -15.85 -3.33 -2.81
C -14.67 -4.08 -2.22
C -18.00 -3.73 -5.15
H -16.07 -2.35 -2.37
H -15.67 -3.12 -3.87
H -13.82 -3.39 -2.21
H -14.44 -4.99 -2.77
H -14.85 -4.41 -1.20
H -18.42 -4.14 -6.07
H -17.14 -3.14 -5.47
H -18.74 -3.10 -4.66
O -10.60 5.05 -2.15
S -11.20 5.83 -3.22
O -11.93 7.03 -2.96
O -10.07 6.13 -4.34
C -9.12 5.09 -4.61
C -7.72 5.68 -4.60
C -12.20 4.70 -4.23
H -9.38 4.61 -5.56
H -9.16 4.22 -3.95
H -7.05 4.91 -4.99
H -7.48 5.89 -3.56
H -7.63 6.55 -5.24
H -13.17 4.59 -3.75
H -11.73 3.72 -4.29
H -12.41 5.08 -5.23
O -10.72 2.82 1.16
S -10.73 1.65 0.32
O -9.57 0.79 0.27
O -12.01 0.70 0.69
C -13.27 1.30 0.98
C -14.26 0.96 -0.11
C -11.13 2.07 -1.39
H -13.20 2.34 1.30
H -13.63 0.79 1.88
H -13.91 1.32 -1.08
H -15.22 1.47 0.06
H -14.49 -0.10 -0.14
H -10.32 2.70 -1.75
H -12.04 2.66 -1.37
H -11.25 1.09 -1.84
O -13.94 2.69 -9.05
S -13.52 4.06 -9.07
O -12.96 4.69 -10.24
O -14.75 5.04 -8.57
C -15.51 4.68 -7.41
C -16.41 5.89 -7.16
C -12.35 4.30 -7.69
H -14.80 4.47 -6.60
H -16.09 3.78 -7.60
H -17.31 5.58 -6.64
H -16.60 6.40 -8.10
H -15.94 6.60 -6.48
H -11.40 3.97 -8.10
H -12.73 3.71 -6.86
H -12.28 5.36 -7.45
O -17.21 0.49 -4.15
S -16.76 1.69 -4.80
O -16.00 1.70 -6.02
O -18.03 2.69 -5.08
C -19.04 2.78 -4.06
C -20.24 1.92 -4.43
C -15.83 2.79 -3.64
H -19.26 3.85 -4.05
H -18.71 2.48 -3.06
H -20.71 2.18 -5.38
H -21.01 1.98 -3.66
H -20.01 0.85 -4.51
H -16.59 3.09 -2.92
H -15.57 3.63 -4.27
H -15.02 2.23 -3.19
O -8.55 -4.27 -3.67
S -9.89 -4.19 -4.20
O -10.50 -5.35 -4.79
O -10.92 -3.62 -3.07
C -10.34 -2.87 -1.97
C -11.45 -2.04 -1.35
C -9.98 -2.78 -5.35
H -9.65 -2.11 -2.35
H -9.79 -3.58 -1.36
H -11.96 -1.47 -2.11
H -11.02 -1.41 -0.56
H -12.20 -2.61 -0.79
H -9.21 -2.98 -6.08
H -9.75 -1.89 -4.78
H -11.01 -2.75 -5.70
*
```

# 3
Formula: C29H72N4O7
Source: the Open Molecules 2025 dataset
Level of theory: wB97M-V/def2-TZVPD

Molar mass: 588.92 g/mol
SMILES: CC1(C)CCCC(C)(C)N1O.CC1(C)CCCC(C)(C)N1O.COC[C@H](C)N.COC[C@H](C)N.CO.CO.CO
Gap between HOMO and LUMO: 8.22 eV
Highest occupied orbital energy: -8.03 eV

The geometry in ORCA input format:
```
! wB97M-V def2-TZVPD RIJCOSX def2/J DEFGRID3
* xyz 0 1
C 0.20 5.33 0.78
O -1.14 5.27 1.07
H 0.80 6.04 1.34
H 0.72 4.40 1.02
H 0.32 5.54 -0.28
H -1.68 4.95 0.34
C -2.91 -0.26 -0.44
O -1.74 -0.54 -1.21
H -2.69 0.51 0.30
H -3.70 0.17 -1.05
H -3.18 -1.17 0.09
H -1.91 -0.98 -2.05
C -2.70 -5.28 4.39
O -3.21 -3.99 4.53
H -1.61 -5.35 4.36
H -3.14 -5.87 5.20
H -3.00 -5.86 3.52
H -3.21 -3.59 5.40
C 3.59 -5.36 3.14
C 3.69 -4.70 1.85
C 3.41 -3.08 2.00
O 3.66 -2.61 0.73
C 3.45 -1.23 0.64
N 5.00 -5.00 1.21
H 3.64 -6.43 2.94
H 2.62 -5.41 3.63
H 4.39 -5.09 3.83
H 2.91 -5.15 1.23
H 4.05 -2.71 2.81
H 2.35 -2.94 2.20
H 4.27 -0.60 0.99
H 2.61 -0.76 1.16
H 3.26 -1.03 -0.41
H 5.64 -4.36 1.67
H 4.89 -4.47 0.36
C 2.80 -4.35 -5.42
C 3.21 -3.94 -6.87
C 3.99 -5.00 -7.71
O 5.39 -5.25 -7.22
C 6.37 -4.14 -7.60
N 1.99 -3.53 -7.52
H 3.68 -4.12 -4.81
H 2.46 -5.38 -5.47
H 1.99 -3.75 -5.00
H 3.82 -3.05 -6.69
H 4.07 -4.64 -8.74
H 3.51 -5.98 -7.76
H 6.14 -3.16 -7.18
H 6.79 -4.22 -8.61
H 7.30 -4.34 -7.07
H 2.28 -3.47 -8.48
H 1.36 -4.31 -7.65
C -3.54 4.41 -6.43
C -2.83 3.02 -6.37
C -2.36 2.60 -7.72
C -1.26 3.40 -8.42
C -0.01 3.40 -7.50
C -0.37 3.70 -6.04
N -1.56 3.03 -5.58
O -1.76 3.29 -4.23
C 0.88 3.39 -5.12
C -0.52 5.31 -6.03
C -3.82 1.84 -5.92
H -2.81 5.15 -6.75
H -3.69 4.70 -5.39
H -4.51 4.38 -6.93
H -1.88 1.62 -7.68
H -3.29 2.77 -8.26
H -1.59 4.41 -8.64
H -0.98 3.07 -9.42
H 0.62 4.22 -7.86
H 0.52 2.46 -7.64
H 0.79 3.67 -4.07
H 1.00 2.31 -5.18
H 1.82 3.68 -5.57
H 0.51 5.67 -6.00
H -0.89 5.70 -6.97
H -1.03 5.81 -5.21
H -4.54 1.55 -6.70
H -4.26 2.00 -4.93
H -3.26 0.91 -5.80
H -1.63 2.43 -3.81
C -3.36 1.35 6.51
C -2.30 1.72 7.59
C -3.17 1.95 8.86
C -2.55 1.72 10.23
C -1.90 0.34 10.28
C -0.94 0.08 9.04
N -1.43 0.56 7.73
O -0.80 0.17 6.55
C 0.35 0.79 9.35
C -0.67 -1.38 8.92
C -1.56 3.13 7.33
H -3.96 0.50 6.85
H -2.94 1.09 5.54
H -3.98 2.19 6.19
H -3.53 2.97 8.96
H -4.12 1.41 8.90
H -3.32 1.80 11.00
H -1.78 2.48 10.37
H -2.68 -0.40 10.44
H -1.21 0.40 11.12
H 0.11 1.86 9.40
H 0.83 0.61 10.32
H 1.16 0.65 8.64
H -1.54 -2.03 8.85
H 0.01 -1.60 8.10
H -0.06 -1.73 9.76
H -0.94 3.49 8.15
H -2.15 3.93 6.90
H -0.79 2.86 6.61
H -1.36 -0.54 6.22
*
```